Here is a 12-piece molecular cluster, C63H128F18N6O16 overall in a non-equilibrium geometry from OMol25. Energies are from ωB97M-V/def2-TZVPD.

The geometry in XYZ format:
```
231
Properties=species:S:1:pos:R:3
C -9.081 -7.164 5.434
C -7.986 -7.835 4.525
C -6.511 -7.647 5.079
C -6.368 -8.202 6.477
N -4.959 -8.575 6.912
C -4.403 -9.809 6.162
C -4.329 -10.850 7.262
C -4.285 -10.135 8.579
C -5.204 -9.035 8.379
C -3.961 -7.342 6.917
C -4.427 -6.100 7.669
C -3.406 -5.004 7.612
H -9.111 -7.678 6.395
H -10.079 -7.269 5.010
H -8.910 -6.096 5.564
H -8.190 -7.446 3.528
H -8.092 -8.915 4.418
H -6.242 -6.591 5.090
H -5.753 -8.064 4.416
H -7.080 -9.026 6.434
H -6.822 -7.450 7.123
H -3.349 -9.634 5.949
H -4.918 -9.992 5.218
H -3.555 -11.617 7.303
H -5.241 -11.445 7.201
H -3.309 -9.820 8.947
H -4.697 -10.840 9.302
H -5.015 -8.235 9.095
H -6.224 -9.408 8.467
H -3.775 -7.229 5.849
H -3.122 -7.897 7.337
H -4.601 -6.307 8.725
H -5.312 -5.654 7.215
H -2.818 -4.952 8.528
H -3.850 -4.008 7.603
H -2.733 -5.010 6.754
C 1.912 0.134 1.078
C 1.145 -0.297 -0.231
C -0.301 -0.125 -0.064
C -0.882 -0.480 -1.421
N -2.456 -0.271 -1.406
C -3.155 -0.883 -0.110
C -4.654 -1.128 -0.517
C -4.543 -1.680 -1.903
C -3.213 -1.155 -2.553
C -2.852 1.222 -1.488
C -2.374 1.805 -2.822
C -3.297 2.966 -3.282
H 1.436 -0.382 1.912
H 1.830 1.221 1.080
H 2.944 -0.213 1.127
H 1.491 -1.281 -0.547
H 1.483 0.356 -1.036
H -0.686 0.851 0.232
H -0.674 -0.811 0.696
H -0.613 -1.478 -1.767
H -0.514 0.100 -2.267
H -2.987 -0.273 0.778
H -2.632 -1.832 0.010
H -5.306 -0.262 -0.406
H -5.231 -1.785 0.134
H -5.387 -1.307 -2.483
H -4.600 -2.768 -1.861
H -3.431 -0.446 -3.352
H -2.573 -1.926 -2.980
H -2.431 1.866 -0.715
H -3.927 1.195 -1.308
H -2.214 1.015 -3.555
H -1.319 2.071 -2.751
H -2.823 3.831 -3.747
H -4.007 3.447 -2.609
H -3.994 2.595 -4.033
C 4.559 0.530 -9.838
C 3.145 1.193 -9.493
O 2.516 0.818 -8.545
N 2.638 2.137 -10.625
H 3.109 3.008 -10.425
H 3.055 1.712 -11.441
C 1.131 2.143 -10.609
H 5.403 1.195 -9.656
H 4.665 0.094 -10.831
H 4.791 -0.279 -9.146
H 1.014 1.076 -10.802
H 0.683 2.719 -11.419
H 0.966 2.603 -9.635
C -8.959 -9.319 -7.664
C -8.646 -9.281 -6.178
O -8.888 -8.314 -5.490
N -7.847 -10.480 -5.500
H -8.575 -11.017 -5.050
H -7.495 -11.020 -6.277
C -6.590 -10.144 -4.706
H -9.598 -8.468 -7.900
H -9.373 -10.299 -7.902
H -8.082 -9.153 -8.290
H -5.820 -9.837 -5.413
H -6.307 -10.907 -3.980
H -6.840 -9.258 -4.123
C 9.521 0.284 -2.117
C 8.567 1.018 -2.998
O 7.633 0.430 -3.573
N 8.749 2.467 -3.064
H 8.725 2.856 -2.132
H 9.658 2.467 -3.503
C 7.821 3.234 -4.014
H 10.464 0.096 -2.630
H 9.079 -0.699 -1.955
H 9.498 0.736 -1.125
H 6.812 2.886 -3.790
H 8.133 3.047 -5.042
H 7.907 4.257 -3.650
C 12.994 0.443 9.506
C 12.118 1.015 10.631
N 11.509 2.414 10.443
C 10.688 2.572 11.766
C 12.395 3.615 10.205
C 13.421 3.985 11.385
C 10.554 2.226 9.179
C 9.563 0.994 9.209
O 8.611 1.126 10.256
C 7.903 -0.058 10.683
H 12.525 0.333 8.528
H 13.221 -0.594 9.756
H 13.989 0.844 9.311
H 12.724 0.966 11.536
H 11.367 0.282 10.928
H 11.372 2.998 12.500
H 10.290 1.665 12.220
H 9.847 3.261 11.675
H 11.690 4.421 9.999
H 13.013 3.513 9.313
H 12.974 4.118 12.370
H 14.019 4.887 11.254
H 14.235 3.261 11.389
H 11.130 2.227 8.254
H 9.904 3.093 9.057
H 10.055 0.023 9.145
H 9.014 0.949 8.268
H 7.056 0.278 11.281
H 8.454 -0.891 11.119
H 7.521 -0.433 9.733
C -1.567 4.760 5.279
O -1.286 4.626 6.698
O -2.780 4.043 5.141
C -1.438 6.241 4.795
F -0.232 6.625 4.855
F -1.743 6.347 3.494
F -2.122 7.102 5.521
C 0.103 4.629 7.026
C 0.944 3.372 6.894
H 2.022 3.470 7.028
H 0.720 2.688 7.713
H 0.827 2.904 5.917
H -0.128 4.920 8.051
H 0.675 5.484 6.666
H -0.806 4.153 4.790
C 7.729 6.303 2.521
O 6.775 6.212 1.485
O 8.761 5.386 2.146
C 7.965 7.816 2.957
F 8.763 7.830 3.947
F 8.419 8.590 1.983
F 6.883 8.268 3.570
C 5.396 6.583 1.774
C 4.540 6.521 0.483
H 4.612 5.478 0.172
H 3.514 6.703 0.801
H 4.818 7.208 -0.316
H 5.174 7.594 2.115
H 5.022 5.999 2.614
H 7.241 5.950 3.430
C 1.086 -7.405 0.701
O 1.506 -6.577 1.801
O -0.271 -7.117 0.408
C 2.139 -7.689 -0.456
F 1.621 -8.638 -1.226
F 2.376 -6.622 -1.182
F 3.347 -8.200 -0.039
C 2.749 -6.902 2.507
C 2.729 -6.254 3.893
H 2.613 -5.172 3.830
H 1.900 -6.665 4.469
H 3.703 -6.433 4.348
H 3.555 -6.604 1.837
H 2.687 -7.962 2.754
H 1.090 -8.422 1.092
C -13.220 9.884 -7.276
O -12.237 8.996 -6.869
O -13.353 10.725 -6.163
C -12.869 10.432 -8.688
F -13.555 11.555 -9.088
F -11.568 10.774 -8.842
F -13.119 9.593 -9.692
C -12.231 7.688 -7.380
C -10.931 7.062 -7.094
H -10.104 7.422 -7.707
H -10.688 7.456 -6.107
H -10.955 5.985 -6.925
H -12.238 7.623 -8.468
H -13.039 7.075 -6.980
H -14.126 9.279 -7.236
C -7.164 -2.234 -12.567
O -8.550 -1.695 -12.501
O -6.791 -1.885 -13.910
C -6.516 -1.652 -11.354
F -6.276 -0.303 -11.490
F -7.411 -1.648 -10.317
F -5.369 -2.264 -10.966
C -9.619 -2.541 -12.717
C -10.876 -1.895 -12.194
H -10.678 -1.288 -11.310
H -11.335 -1.149 -12.843
H -11.685 -2.625 -12.228
H -9.576 -3.580 -12.389
H -9.790 -2.618 -13.791
H -7.160 -3.299 -12.335
C 4.742 9.097 -8.101
O 5.707 9.227 -7.029
O 5.084 7.855 -8.716
C 3.247 9.500 -7.713
F 3.005 10.781 -7.520
F 2.376 8.995 -8.635
F 2.862 8.896 -6.634
C 5.879 10.522 -6.528
C 7.173 10.414 -5.794
H 7.852 9.812 -6.398
H 7.508 11.437 -5.627
H 7.062 9.946 -4.816
H 5.037 10.733 -5.869
H 5.938 11.281 -7.308
H 5.097 9.807 -8.847
```

Properties
HOMO-LUMO gap = 0.02 eV

Löwdin atomic charge list, values in e, 5 entries:
1 C -0.089
2 C -0.205
3 C -0.190
4 C -0.170
5 N -0.160